[1]
A cluster of 32 separate species, C29H105F2N2O39 in total in a non-equilibrium geometry, computed with wB97M-V/def2-TZVPD.

## Properties
- LUMO: -4.65 eV
- HOMO level: -10.37 eV
- Gap between HOMO and LUMO: 5.717 eV
- Charge: +1

Atoms and positions in Å:
C  8.51487  1.34320  0.72335
C  7.18703  2.26229  0.63438
O  6.65867  2.44399  1.98582
C  5.31758  1.90111  2.05082
C  5.34471  0.29105  2.02205
C  3.85917  -0.35712  1.85666
C  3.25916  -0.17545  0.35116
C  2.85453  -1.57197  -0.31542
N  1.42235  -1.75679  -0.69122
C  0.41094  -1.85757  0.19675
N  0.84059  -1.70073  1.58693
C  0.79345  -2.87451  2.42736
O  0.32629  -2.99601  3.57549
F  1.29880  -4.09417  1.84124
C  0.57245  -0.42927  2.21037
O  0.67868  -0.11101  3.41217
F  0.20636  0.65713  1.33306
C  -0.96405  -2.19162  -0.53668
C  -1.26311  -3.76250  -0.12049
C  -2.07970  -3.93415  1.25211
O  -1.84878  -5.26989  1.77928
C  -1.82191  -5.27661  3.20328
O  -1.15169  -6.18755  3.78003
C  -2.34221  -1.45955  -0.21464
C  -2.68191  -0.08900  -0.97929
C  -2.42738  1.26520  -0.14755
O  -4.07736  0.00160  -1.45654
C  -5.02268  -0.17189  -0.38050
C  -6.22111  0.88751  -0.33670
C  -6.07063  2.03288  0.74870
C  -7.13578  3.13367  1.00273
C  -8.43622  3.11293  0.13563
C  -8.59920  1.98797  -0.96348
C  -7.50585  0.87034  -1.20391
C  -0.42323  -2.40691  -2.04113
O  -1.33748  -2.20375  -3.13583
C  1.12862  -1.90084  -2.18070
C  1.00992  -0.61057  -3.10598
C  2.36690  0.20132  -3.39486
C  3.64904  -0.74466  -3.74192
O  2.66001  1.23981  -2.40660
H  9.18039  1.62855  -0.17812
H  9.09003  1.49457  1.72896
H  8.29982  0.21730  0.62308
H  6.44467  1.73079  -0.05381
H  7.36242  3.31057  0.21127
H  4.64687  2.22986  1.16518
H  4.84786  2.20844  3.05368
H  5.72381  -0.09915  3.04687
H  6.04701  -0.16359  1.23651
H  3.20703  0.15110  2.66350
H  3.96692  -1.45103  2.17838
H  2.44988  0.63088  0.36280
H  4.13782  0.27253  -0.26062
H  3.08288  -2.39571  0.47338
H  3.54101  -1.84973  -1.20774
H  -1.95891  -4.15797  -0.96055
H  -0.25601  -4.30033  -0.10612
H  -3.20144  -3.80499  0.97445
H  -1.87142  -3.09061  2.02068
H  -2.36869  -4.51049  3.87029
H  -3.19108  -2.19089  -0.52179
H  -2.35960  -1.21836  0.91473
H  -2.02943  -0.01732  -1.93119
H  -1.55981  1.83951  -0.66126
H  -2.24356  1.11855  0.97589
H  -3.33123  1.99012  -0.21652
H  -5.52016  -1.21226  -0.53564
H  -4.58369  -0.20163  0.67777
H  -5.13568  2.05301  1.42990
H  -6.92901  3.90708  1.83352
H  -9.24897  3.90571  0.33976
H  -9.58347  2.02253  -1.54733
H  -7.64990  0.04331  -1.97284
H  -0.24612  -3.56253  -2.10917
H  -0.97013  -2.74954  -3.88099
H  1.71175  -2.80491  -2.59356
H  0.67080  -0.98246  -4.15228
H  0.22229  0.14665  -2.76455
H  2.16597  0.79428  -4.37367
H  4.22884  -0.39433  -4.67066
H  4.40147  -0.66393  -2.86126
H  3.38978  -1.85700  -3.84771
H  3.63158  1.27592  -2.26004
O  -5.17609  5.30307  0.64475
H  -4.71825  5.26117  -0.20646
H  -5.21141  6.24797  0.84434
O  9.82472  0.36734  3.40936
H  9.80341  1.19707  3.91003
H  9.59361  -0.30396  4.06185
O  5.92408  5.18128  2.36645
H  5.29053  5.03969  3.08496
H  6.45392  4.37019  2.35673
O  8.24181  5.73189  4.37372
H  7.33082  5.65345  4.05375
H  8.34228  6.67250  4.56533
O  4.27290  4.64990  4.76465
H  4.34425  4.77775  5.71914
H  3.52193  4.05131  4.66415
O  -5.52583  -4.92565  0.05468
H  -6.13750  -5.06406  0.79234
H  -5.00141  -5.73558  0.03225
O  -6.22161  -5.67422  2.82798
H  -5.66565  -5.26301  3.50106
H  -6.47919  -6.51799  3.22149
O  -7.38210  7.43792  0.10209
H  -7.51957  6.54459  0.44363
H  -8.26243  7.72078  -0.17494
O  -1.82759  -8.63554  5.45507
H  -0.89938  -8.37987  5.51964
H  -2.22967  -7.92210  4.94493
O  -10.70901  0.81278  1.12237
H  -9.94683  1.21496  0.67931
H  -10.52032  0.92859  2.06334
O  0.80473  -5.80716  -2.34559
H  0.11500  -6.47123  -2.22055
H  1.40439  -5.95014  -1.59911
O  -11.86548  -0.73360  3.08561
H  -11.78593  -0.62537  2.12688
H  -12.66764  -1.26127  3.19605
O  9.14478  1.26666  5.87301
H  9.55080  1.98034  6.38167
H  8.29205  1.63013  5.60051
O  -11.03834  -1.89831  -0.80515
H  -11.02854  -1.06841  -0.30986
H  -11.25622  -2.56426  -0.14144
O  -5.50099  5.60264  -2.47882
H  -5.42180  5.70947  -3.43574
H  -6.30283  5.07620  -2.36817
O  6.45007  5.36107  -1.28137
H  7.21652  5.78045  -1.69373
H  6.60342  5.47340  -0.33228
O  4.06875  1.85436  -5.34720
H  4.53118  1.81678  -6.19291
H  4.03690  2.79694  -5.14368
O  -12.27408  -2.50574  5.25619
H  -11.51398  -2.10355  4.81342
H  -12.08541  -2.39012  6.19690
O  4.50240  3.83211  -7.19429
H  3.58811  3.75943  -7.49804
H  4.61204  4.77345  -7.00769
O  9.03169  3.50078  -1.49757
H  9.43800  4.21312  -0.98780
H  8.17627  3.86455  -1.76755
O  3.50666  -2.31949  -6.27643
H  3.24357  -3.24447  -6.20347
H  3.85753  -2.24899  -7.17310
O  2.15783  3.77277  -0.76986
H  1.96634  3.03259  -1.36383
H  1.40445  3.78963  -0.16646
O  5.89495  0.05176  -1.79613
H  6.67116  0.62704  -1.74627
H  6.25961  -0.83940  -1.71191
O  -4.14546  -1.70897  -3.89644
H  -3.89258  -1.50536  -2.98747
H  -3.51170  -2.38422  -4.16430
O  4.92986  -4.23001  -7.35668
H  5.70799  -3.65380  -7.30302
H  5.29235  -5.12128  -7.27499
O  9.82319  3.04180  2.98586
H  10.31193  3.01341  2.15346
H  9.76467  3.98576  3.19116
O  -6.19580  7.53072  -4.52065
H  -5.76064  8.24057  -4.03171
H  -7.05063  7.90575  -4.76592
O  -2.32855  0.45959  3.86244
H  -1.37317  0.45896  3.71554
H  -2.55912  -0.47667  3.90870
O  6.10916  -1.95195  -8.21229
H  6.57308  -1.99034  -9.05866
H  6.08069  -1.00949  -8.00359
O  2.14184  -7.37572  0.06014
H  1.52506  -7.51054  0.79165
H  2.66698  -8.18595  0.04525
O  -12.61604  -4.72677  7.32255
H  -12.53749  -4.61763  6.36479
H  -13.41648  -5.25465  7.43283

[2]
A structure of composition C29H16Cl5IN2O2PSeW, computed with wB97M-V/def2-TZVPD.

## Properties
- LUMO (alpha / beta): -4.47 / -4.89 eV
- HOMO level (alpha / beta): -11.53 / -11.57 eV
- Gap between HOMO and LUMO (alpha / beta): 7.063 / 6.679 eV
- Spin multiplicity: 3
- Charge: +1

Atoms and positions in Å:
W  1.43812  1.08328  0.52198
I  -0.60217  1.81590  2.24488
C  -1.67958  0.06275  2.68694
C  -1.99315  0.02565  4.02330
C  -2.91771  -0.90615  4.52598
C  -3.53497  -1.74654  3.65343
C  -3.22104  -1.73294  2.27285
C  -3.94051  -2.60695  1.42334
C  -3.70284  -2.63641  0.08290
C  -2.67264  -1.84022  -0.43365
C  -1.91445  -0.99622  0.34871
P  -0.49632  -0.33160  -0.59725
C  -1.31042  0.43506  -2.02094
C  -2.24523  1.42736  -1.72463
C  -2.92117  2.07663  -2.74139
C  -2.68021  1.72340  -4.06361
C  -1.77319  0.71890  -4.35882
C  -1.08652  0.07064  -3.34194
C  0.37193  -1.81341  -1.18211
C  0.22837  -3.04435  -0.54573
C  1.03010  -4.11516  -0.91264
C  1.97880  -3.96858  -1.91297
C  2.13836  -2.74014  -2.53886
C  1.35017  -1.66629  -2.16640
C  -2.22702  -0.85806  1.74196
H  -1.55006  0.73069  4.71344
H  -3.14816  -0.91846  5.58092
H  -4.28367  -2.44826  3.99601
H  -4.69591  -3.24171  1.86698
H  -4.26484  -3.28415  -0.57407
H  -2.44792  -1.92330  -1.49070
H  -2.45710  1.69841  -0.69741
H  -3.63103  2.85458  -2.49820
H  -3.20909  2.22758  -4.86074
H  -1.59895  0.42944  -5.38607
H  -0.40189  -0.72680  -3.59645
H  -0.50403  -3.18106  0.23866
H  0.91004  -5.06673  -0.41342
H  2.59894  -4.80614  -2.19955
H  2.88418  -2.61554  -3.31182
H  1.51333  -0.70522  -2.64432
Cl  3.35446  1.40216  -1.33079
C  4.04741  2.23387  0.08871
C  3.20305  2.18290  1.17387
C  3.63874  2.85619  2.30555
Cl  2.63246  2.87787  3.70878
C  4.86917  3.52018  2.32331
Cl  5.39694  4.33649  3.73180
C  5.68598  3.52360  1.18265
Cl  7.19283  4.32951  1.19445
C  5.27074  2.86888  0.01956
Cl  6.20655  2.84723  -1.41056
O  1.78334  -0.12118  2.25233
N  2.47866  -1.00370  1.67058
O  2.54371  -0.70063  0.43858
Se  0.87548  3.21058  -0.83766
C  -0.75281  3.85845  -0.27269
N  -1.75725  4.31768  0.05295

[3]
A structure of composition C29H18Co2O9S in a non-equilibrium geometry, computed with wB97M-V/def2-TZVPD.

## Properties
- LUMO: 4.26 eV
- HOMO level: -0.65 eV
- Gap between HOMO and LUMO: 4.912 eV
- Charge: -2

Atoms and positions in Å:
C  6.35458  2.29832  1.80151
C  5.31411  2.32732  2.73533
C  3.99147  2.18516  2.31779
C  3.67838  2.02565  0.95894
S  1.94949  2.16934  0.41454
C  1.08955  0.67657  0.41394
C  -0.25281  0.50967  0.88722
O  -0.72714  -0.64385  1.03681
C  -1.08987  1.72982  1.18684
C  -1.16248  2.77874  0.26870
C  -1.98511  3.88606  0.52406
C  -2.73593  3.93170  1.70643
C  -2.64159  2.89098  2.64027
C  -1.83512  1.78365  2.36598
O  1.46770  3.05181  1.45395
O  1.99629  2.68788  -0.94411
C  4.72029  2.02427  0.02109
C  6.05136  2.16887  0.44072
H  7.39570  2.36265  2.13104
H  5.54192  2.46567  3.79195
H  3.20080  2.23853  3.05480
H  1.75255  -0.18836  0.38471
H  -0.60680  2.71438  -0.67451
H  -2.02065  4.69744  -0.21276
H  -3.40935  4.77202  1.87816
H  -3.22315  2.92143  3.56273
H  -1.75165  0.95448  3.06905
H  4.48362  1.94599  -1.03788
H  6.85638  2.19031  -0.29999
O  -3.64352  -3.16445  2.69571
C  -3.14043  -3.27566  1.64814
Co  -3.01647  -2.70035  -0.13042
C  -4.80311  -2.65568  -0.29748
O  -5.95152  -2.54291  -0.33915
C  -2.87629  -0.92931  -0.08781
O  -2.93920  0.19310  -0.37700
C  -2.18778  -4.05441  -1.00798
C  -1.85669  -2.76902  -1.48157
C  -1.40682  -2.17231  -2.62137
C  -0.68621  -0.94165  -2.88058
C  -1.05702  -0.12568  -3.98285
C  -0.37532  1.05559  -4.24797
C  0.75962  1.37241  -3.49238
C  1.28628  0.43564  -2.59611
C  0.48979  -0.62282  -2.17346
Co  -1.77020  -4.79112  0.77025
C  -2.41368  -5.86834  2.02816
O  -2.89458  -6.50513  2.86179
C  -0.21447  -4.03437  1.16633
O  0.83551  -3.60905  1.38736
C  -1.10598  -6.19790  -0.05517
O  -0.71395  -7.10597  -0.65147
H  -2.65246  -4.78518  -1.70960
H  -1.72243  -2.69209  -3.54199
H  -1.92989  -0.42360  -4.56575
H  -0.72784  1.72122  -5.03642
H  1.27753  2.31332  -3.65329
H  2.30229  0.53211  -2.21537
H  0.73234  -1.21290  -1.28989

| no. | calculated total energy (a.u.) |
| --- | --- |
| 1 | -4410.89363 |
| 2 | -6782.89665 |
| 3 | -4956.66509 |